The following is a DFT calculation (ωB97M-V/def2-TZVPD) of a cluster of 9 separate species, C36H78B2F9N6O8 in total at a distorted geometry.

Last column: Löwdin charge in e.
CARTESIAN COORDINATES (ANGSTROEM)
N  15.68  9.58  13.43  0.0724
C  21.05  16.22  8.91  -0.0492
O  18.64  9.02  13.37  -0.2193
H  18.38  7.50  11.96  0.0852
H  20.54  11.49  12.88  0.0689
O  23.57  16.75  12.84  -0.2331
H  18.68  14.55  14.63  0.1102
H  10.51  13.36  9.90  0.1265
H  10.14  7.64  7.20  0.0996
F  12.72  12.73  8.84  0.0268
C  19.31  12.88  17.30  -0.0910
H  20.25  17.37  16.62  0.0955
H  24.62  17.95  14.21  0.1636
H  18.18  7.04  13.66  0.0925
H  12.69  12.77  14.68  0.0793
H  24.21  14.03  14.07  0.1931
H  7.42  8.45  9.04  0.1418
H  23.30  16.40  15.61  0.1342
N  23.49  14.71  14.37  0.0794
N  9.42  8.68  8.83  -0.0820
H  18.09  13.55  12.72  0.0503
F  14.39  15.47  12.37  0.0296
N  9.37  14.29  12.88  -0.0485
H  17.48  11.62  16.34  0.1157
C  19.58  14.27  8.83  -0.1999
H  20.62  17.43  14.87  0.0619
H  21.75  15.76  9.61  0.0797
H  15.30  17.15  9.15  0.1308
H  20.91  17.30  9.06  0.0984
H  17.93  17.66  13.64  0.1230
C  18.12  14.10  8.36  -0.0461
H  17.56  16.39  10.11  0.1263
H  14.85  15.44  8.95  0.1180
F  18.35  12.99  12.01  -0.0728
C  16.76  15.68  9.97  -0.0554
C  8.22  9.08  9.31  0.0269
H  16.79  15.66  12.99  0.0914
H  10.73  15.20  11.54  0.1529
C  10.07  14.35  11.72  -0.0001
H  12.83  14.31  10.15  0.4985
H  18.84  12.12  17.90  0.0812
H  19.78  13.55  9.64  0.1246
H  25.55  16.55  13.50  0.1427
F  13.54  11.54  10.77  0.0243
C  21.61  11.52  12.88  -0.0643
H  20.20  13.98  8.02  0.1195
H  21.35  12.20  15.45  0.1330
C  18.12  9.92  12.39  -0.2095
F  13.83  10.63  8.64  0.1220
C  9.22  12.16  11.22  -0.1206
H  24.52  17.22  10.97  0.1030
H  14.12  10.42  12.50  0.0687
H  16.57  8.71  11.63  0.1145
H  22.05  11.44  11.89  0.1020
H  8.25  13.30  14.25  0.1462
H  16.14  15.55  10.83  0.0921
C  17.18  15.66  14.03  -0.1895
B  14.04  15.44  13.80  -1.1953
H  20.40  12.89  17.52  0.0930
H  16.91  14.04  16.22  0.1274
C  22.41  14.04  15.25  -0.0761
H  11.46  9.15  8.48  0.1674
H  21.32  15.99  7.85  0.1047
H  16.32  15.93  14.63  0.1098
C  18.34  16.73  13.99  -0.1548
H  17.80  13.98  10.37  0.1073
C  16.59  9.65  12.21  -0.1384
C  23.80  17.60  11.72  -0.0687
F  14.30  16.61  14.45  0.1709
C  13.28  9.55  14.20  -0.1970
H  16.16  10.34  11.46  0.1207
N  17.69  14.39  14.39  -0.0706
H  9.93  6.62  8.68  0.1293
H  24.19  18.55  12.07  0.0841
H  14.02  8.69  12.36  0.1387
C  22.14  12.66  14.81  -0.2679
H  15.44  14.71  6.54  0.1090
C  8.09  10.27  9.98  0.0580
H  17.91  11.70  14.58  0.0791
C  8.73  13.17  13.31  0.0529
H  10.28  16.01  13.61  0.0859
C  12.68  11.91  14.04  -0.0724
F  15.04  12.59  9.26  0.0965
F  14.68  14.31  14.34  0.1009
H  17.89  13.06  8.11  0.1439
C  14.29  9.51  13.04  -0.1922
H  18.79  13.86  17.54  0.1113
H  16.08  9.06  14.18  0.1257
C  9.28  15.61  13.62  0.0720
H  22.74  14.10  16.31  0.1536
C  17.92  12.16  15.53  -0.1303
C  19.88  17.65  15.62  -0.1055
H  19.89  7.24  12.99  0.1084
C  24.55  16.86  13.86  -0.2011
H  23.05  15.03  13.51  0.1400
H  22.78  17.81  11.27  0.1080
H  16.37  13.81  9.50  0.1264
O  22.08  12.70  13.45  -0.1619
H  19.66  18.72  15.67  0.0947
O  18.81  16.79  15.34  -0.2061
H  21.52  14.64  15.14  0.1294
H  18.54  9.71  11.39  0.1296
H  13.36  12.14  13.19  0.0890
H  7.05  10.68  10.19  0.1714
C  10.42  10.62  9.72  0.0607
H  8.57  7.11  7.73  0.1245
C  15.71  16.19  8.90  -0.1782
O  19.27  12.53  15.92  -0.2428
C  8.58  12.12  12.43  0.0520
H  13.69  8.84  14.91  0.1263
F  12.61  15.22  13.99  0.0299
H  8.94  15.42  14.63  0.1145
C  17.05  13.45  15.32  -0.1435
C  10.53  9.43  8.98  0.0740
C  24.10  15.96  14.99  -0.0755
H  15.94  16.26  5.71  0.0966
C  9.99  13.28  10.87  0.0395
O  16.32  16.17  7.66  -0.2002
H  18.25  10.98  12.72  0.0770
H  21.98  10.68  13.46  0.1019
H  22.96  12.04  15.13  0.1282
B  13.83  11.86  9.35  -1.0539
H  11.29  11.16  9.89  0.0753
H  19.18  16.43  13.40  0.1033
C  18.82  7.64  12.97  -0.0742
H  8.05  11.21  12.72  0.1488
C  9.57  7.46  8.07  0.0251
H  24.93  15.68  15.62  0.1392
H  14.48  16.19  6.67  0.0972
H  17.93  14.79  7.55  0.1257
O  13.21  10.82  14.79  -0.1662
N  17.26  14.32  9.59  0.0851
H  11.71  11.56  13.77  0.0694
H  8.64  16.25  13.02  0.1161
H  16.15  13.05  14.96  0.0884
C  15.51  15.83  6.60  -0.1046
O  19.80  15.60  9.30  -0.2076
H  12.37  9.13  13.83  0.1049
C  9.23  11.05  10.23  -0.1226

Results
HOMO-LUMO gap ... 0.07760 Ha
Molar mass ... 915.66 g mol⁻¹
Highest occupied orbital energy ... -13.794 eV
Net charge ... +3
Energy ... -89704.2844 eV


The following is a DFT calculation (ωB97M-V/def2-TZVPD) of a cluster of 12 separate species, C36H78Br6N6O15 in total at a distorted geometry.

Last column: Löwdin charge in e.
CARTESIAN COORDINATES (ANGSTROEM)
C  -4.48  1.53  -2.45  -0.2204
C  4.78  -2.12  0.53  -0.6053
Br  -3.78  -5.83  0.56  0.6328
O  -3.72  -0.48  -6.64  0.0127
C  -0.08  -2.42  3.41  -0.3487
C  -5.86  3.50  -2.39  -0.6179
C  6.26  2.24  -1.63  -0.0609
H  0.97  5.39  7.58  0.0757
H  5.81  1.30  -1.32  0.0743
H  -0.85  4.96  1.19  0.0567
C  -5.48  4.86  -0.54  -0.0371
C  -4.71  -2.36  2.98  -0.0567
O  -6.67  4.23  -2.87  0.1609
H  1.79  5.51  5.23  0.1263
H  -4.20  -3.90  -5.84  0.0907
H  -1.92  -4.32  1.36  0.0368
O  5.36  -3.21  0.08  0.0507
H  -1.56  -2.23  -3.89  0.0762
H  0.27  5.16  4.52  0.0723
C  1.72  5.04  -4.26  -0.0270
C  -3.18  1.67  -3.23  -0.0892
H  -5.53  5.70  -1.23  0.1023
H  3.64  -6.09  0.30  0.0510
C  1.38  2.92  -2.92  -0.0965
H  -2.39  1.10  -2.74  0.0610
H  2.80  4.87  -4.27  0.0860
C  0.87  4.93  5.39  -0.2417
C  0.57  -1.72  -1.21  -0.3052
H  -0.29  6.18  6.58  0.0803
H  -3.19  -0.48  3.31  0.1320
Br  2.89  -4.67  -3.79  0.6627
H  6.15  2.20  -2.72  0.0959
H  5.54  0.19  2.44  0.0968
H  2.41  -2.50  3.75  0.0781
C  2.27  1.06  3.22  -0.0310
O  3.60  -1.87  0.47  0.1087
N  0.53  -2.38  4.61  -0.1866
Br  -1.36  3.36  -0.70  0.7449
C  -1.95  -5.17  0.68  -0.7187
O  2.03  3.74  3.26  0.1232
H  5.51  5.48  -0.91  0.0860
C  -1.68  4.28  1.04  -0.6181
H  -5.06  -2.46  -6.28  0.0864
H  -0.77  2.80  2.28  0.0565
H  0.16  -1.60  6.57  0.0911
O  -0.20  -2.64  -1.46  -0.0344
C  -3.12  -0.94  -5.68  -0.3643
H  -2.91  2.73  -3.10  0.0425
C  -4.54  -2.93  -5.44  -0.0424
H  -1.29  -2.06  5.61  0.0830
O  -5.45  2.40  -3.02  0.0644
H  -1.38  -6.51  2.28  0.0531
C  -1.07  -0.50  0.13  -0.0383
H  -2.64  4.79  0.99  0.0203
H  6.17  0.63  0.88  0.0867
C  4.54  -4.25  -0.45  -0.2261
H  0.52  -4.96  -4.45  0.0536
O  -1.27  -2.39  3.17  0.0019
H  1.73  0.32  0.64  0.0638
H  1.39  5.61  -3.38  0.0903
C  1.17  0.48  -0.28  -0.0722
H  3.70  -3.87  -1.01  0.0763
H  -5.23  -3.04  -4.60  0.0907
H  4.10  4.11  0.13  0.1413
N  -4.41  -1.36  1.98  -0.1750
H  -1.04  -7.14  0.69  0.0122
H  -4.32  -2.58  0.30  0.0717
C  4.44  3.18  -0.36  -0.3169
N  0.25  -0.61  -0.51  -0.1550
Br  0.86  -5.77  1.38  0.6725
H  -1.81  -1.27  -0.05  0.0820
H  -4.28  1.65  -1.39  0.1073
H  -4.80  0.49  -2.52  0.1176
Br  -2.38  4.25  3.73  0.6484
C  -4.82  -1.66  0.61  -0.0331
H  3.33  1.04  2.97  0.0835
H  3.72  -4.83  1.49  0.0497
H  2.02  0.02  3.38  0.0797
O  3.86  2.12  -0.22  -0.0054
O  2.05  1.80  4.41  0.0242
H  1.85  0.59  -1.12  0.0799
H  1.57  3.61  -2.09  0.0699
H  1.37  5.57  -5.13  0.0830
O  -0.23  3.97  -5.93  0.0081
C  0.68  -5.59  -2.37  -0.6697
H  -2.49  2.45  2.04  0.0120
C  -3.57  -0.34  2.29  -0.3310
C  -0.24  -2.28  5.82  -0.0544
C  4.26  -5.25  0.63  -0.0935
H  -0.26  2.33  -4.73  0.1306
H  2.31  -1.65  5.35  0.0878
H  -3.04  -2.96  -3.14  0.0859
O  1.22  3.54  5.34  0.0366
O  -3.33  0.61  1.56  -0.0186
H  5.12  -4.75  -1.24  0.1169
H  2.31  2.39  -3.12  0.0892
H  -5.91  -1.68  0.55  0.0944
H  -5.77  -2.62  2.85  0.0904
O  5.71  -1.33  1.03  0.0259
H  5.15  -5.64  1.12  0.0857
H  7.15  4.71  -0.93  0.0890
H  0.70  -2.51  2.63  0.1256
H  0.61  1.41  -0.20  0.0343
C  6.13  4.69  -1.32  -0.0417
H  0.65  2.21  -2.55  0.0395
H  0.43  -4.58  -2.05  0.0214
O  -5.28  3.63  -1.20  -0.0223
H  -4.74  5.06  0.24  0.0751
H  7.33  2.17  -1.45  0.0947
H  -4.57  -2.01  4.00  0.0873
H  -2.25  -3.64  -4.52  0.0817
H  -1.59  -4.78  -0.27  0.0110
C  0.14  3.34  -4.96  -0.3493
C  -1.05  -6.23  1.28  -0.6885
H  -0.36  4.43  7.01  0.0796
H  1.39  -6.53  -4.18  0.0462
H  2.20  -3.42  5.27  0.0919
H  1.77  1.48  2.35  0.0760
H  -3.22  1.55  -4.31  0.0713
Br  -0.94  -6.74  -2.30  0.6562
H  -4.10  -3.26  2.84  0.0718
C  -1.75  3.24  2.13  -0.6222
N  -3.41  -2.11  -5.08  -0.1930
C  -2.54  -2.68  -4.06  -0.0586
N  5.58  3.36  -1.05  -0.1866
C  0.29  5.27  6.75  -0.0561
C  5.43  0.01  1.37  -0.0441
H  6.16  4.82  -2.40  0.0889
H  -0.31  -3.24  6.35  0.0945
C  1.79  3.09  4.24  -0.6294
H  -6.43  4.84  0.00  0.1022
C  1.15  -5.54  -3.79  -0.6838
H  1.36  -6.09  -1.69  0.0208
N  1.11  3.72  -4.11  -0.1906
C  1.98  -2.49  4.75  -0.0364
H  -0.90  -0.40  1.20  0.0823
H  -4.49  -0.90  -0.10  0.0732
H  1.64  -1.73  -1.48  0.1330
H  -1.50  0.42  -0.27  0.0429
H  4.44  0.31  1.04  0.0570
H  -2.19  -0.50  -5.29  0.1254

Results
SMILES ... CCOC(=O)OC.CCOC(=O)OC.CCOC(=O)OC.CN(C)C=O.CN(C)C=O.CN(C)C=O.CN(C)C=O.CN(C)C=O.CN(C)C=O.BrCCBr.BrCCBr.BrCCBr
HOMO-LUMO gap ... 0.33865 Ha
Molar mass ... 1314.47 g mol⁻¹
Highest occupied orbital energy ... -9.002 eV
Energy ... -498505.8281 eV


The following is a DFT calculation (ωB97M-V/def2-TZVPD) of a cluster of 5 separate species, C36H79BrClINO19P2S4 in total at a distorted geometry.

Last column: Löwdin charge in e.
CARTESIAN COORDINATES (ANGSTROEM)
C  -3.92  1.69  -6.47  -0.3770
H  5.49  -0.31  2.22  0.0703
I  1.64  2.82  -3.51  0.9085
C  -1.86  2.66  -0.10  -0.1755
H  -5.50  6.83  2.11  0.0740
H  5.59  -4.25  0.73  0.0710
C  0.23  -7.27  -3.16  -0.0920
C  -2.75  -0.81  4.77  -0.1214
C  -0.57  1.18  -6.38  -0.1764
C  5.19  1.82  -4.36  -0.6212
O  -3.16  7.98  3.18  -0.2682
H  -0.28  6.34  2.16  0.0778
O  -0.42  -10.35  -4.16  -0.2799
H  4.61  2.73  -4.38  -0.0068
H  -1.95  0.00  0.28  0.0516
H  0.07  -0.76  -5.70  0.1239
O  2.24  0.60  -1.60  -0.2670
O  2.62  0.10  5.80  -0.2687
H  -0.03  -2.24  -0.30  0.1070
H  1.15  2.33  -0.40  0.1251
H  -0.03  1.04  -0.30  0.0568
H  -4.15  0.77  -5.91  0.1431
H  -0.19  -7.52  -2.19  0.0876
O  -2.83  1.58  -7.22  -0.0165
C  -6.22  0.79  5.54  -0.2547
H  -0.38  3.82  -1.18  0.0866
H  4.90  -4.26  -3.38  0.0211
C  4.24  -1.07  -1.07  -0.2997
O  1.64  -10.00  -5.46  -0.2817
H  4.35  -0.10  -0.59  0.0900
H  -6.52  8.13  2.75  0.0807
H  1.16  0.55  -5.28  0.0504
H  -1.51  1.95  0.65  0.0730
H  5.74  0.46  -2.82  0.0745
H  4.58  -3.93  2.16  0.0795
C  4.51  1.19  7.22  -0.1240
H  -1.03  1.30  -3.80  0.0913
Cl  1.77  -4.23  -2.24  0.1338
H  -5.55  0.00  0.09  0.0589
H  -1.56  -0.25  -1.79  0.1132
H  -1.99  3.63  0.38  0.0957
O  -4.92  0.17  5.63  -0.2659
H  2.48  3.23  4.25  0.1129
H  -0.80  2.14  -5.93  0.1063
C  -1.87  0.57  -6.88  -0.1729
H  3.82  -0.83  2.16  0.0650
H  4.41  1.51  -2.38  0.0848
O  1.34  -0.91  -3.28  -0.3426
H  -2.32  0.19  4.73  0.0811
C  -0.26  -1.17  -0.34  -0.1651
H  1.99  -7.75  -4.34  0.1150
C  -5.58  7.59  2.89  -0.0722
H  3.95  -3.10  -0.47  0.0684
O  4.25  1.54  4.64  -0.2743
O  1.58  -9.36  -3.09  -0.2685
H  -8.29  0.37  5.85  0.0778
N  -5.27  0.97  0.19  0.0093
C  0.11  0.28  -5.35  -0.2294
O  -4.64  0.08  3.19  -0.2868
C  -1.01  -0.62  2.04  -0.4278
C  1.65  -11.81  -3.57  -0.1284
H  -0.03  2.97  4.14  0.0816
H  -3.45  1.18  1.29  0.0997
S  3.47  1.24  5.80  0.5527
O  -2.41  7.84  0.85  -0.2706
H  2.74  -11.77  -3.59  0.0722
H  3.18  0.22  -4.41  0.0449
P  2.80  -0.97  -2.27  0.5499
H  -6.19  1.57  6.30  0.1180
O  -5.05  -2.00  4.45  -0.2765
H  -0.81  -1.74  -2.33  0.1260
H  -3.39  0.15  -0.14  0.0809
H  -1.24  2.69  -2.18  0.0759
O  4.58  -3.55  -2.80  -0.4510
H  0.00  2.25  5.76  0.0864
O  2.64  2.54  6.20  -0.2674
H  -0.47  -7.59  -3.93  0.0748
H  4.44  -0.97  -4.11  0.0543
H  2.30  -7.53  -2.62  0.1133
H  2.01  -1.70  -1.34  -0.0176
C  3.85  -0.18  -3.65  -0.3044
H  -2.29  -1.44  4.01  0.0034
C  1.58  -7.92  -3.34  -0.2362
C  4.82  0.91  -3.20  -0.3643
H  -7.43  -0.92  4.99  0.0717
C  5.42  -3.56  1.56  -0.0935
H  -4.55  9.37  3.56  0.1192
H  1.28  -11.94  -2.56  0.0728
C  4.02  -2.12  0.01  -0.2582
C  -0.87  7.00  2.80  -0.1198
H  -7.20  -0.71  6.73  0.0828
C  -0.56  0.33  -3.98  -0.1625
S  -4.45  -0.70  4.38  0.5826
Br  7.05  2.44  -4.30  0.5483
H  -1.37  -0.40  -3.99  0.1115
H  6.30  -3.58  2.19  0.0697
H  3.88  1.13  8.10  0.0730
C  -7.35  -0.18  5.79  -0.0757
C  0.34  -0.06  -2.79  -0.4859
C  -3.81  1.08  0.26  -0.3035
H  -6.31  1.28  4.57  0.1086
H  -4.34  9.03  1.84  0.1121
C  4.85  -1.19  2.23  -0.0675
C  -3.26  2.22  -0.59  -0.1738
H  1.66  4.15  5.51  0.1171
H  -5.60  7.09  3.86  0.0841
H  0.76  1.42  4.40  0.0586
H  5.13  2.07  7.23  0.0729
H  -1.71  -0.01  -7.79  0.1263
H  -5.68  1.28  1.06  0.0503
H  -0.97  6.57  3.79  0.0726
C  5.15  -2.15  1.06  -0.4258
H  0.37  -6.20  -3.23  0.0070
H  5.11  1.31  -5.32  0.0533
C  -1.43  -0.89  0.63  -0.0973
O  -1.32  -1.28  2.99  0.0715
C  -0.62  -0.80  -1.80  -0.0836
H  -3.95  3.06  -0.59  0.1067
H  0.64  -0.67  0.00  0.0835
S  -2.46  7.08  2.06  0.5565
H  -2.30  -0.10  -6.12  0.1074
O  -0.31  0.54  2.20  0.0875
C  0.57  2.40  4.84  -0.0715
H  5.18  -1.30  -1.59  0.0762
H  0.10  1.36  -7.22  0.1147
H  -2.13  -1.71  0.66  0.1439
H  -3.21  1.87  -1.62  0.1021
H  -2.64  -1.25  5.75  0.0840
H  5.11  0.29  7.12  0.0766
H  -0.44  8.00  2.83  0.0745
H  1.28  -12.60  -4.22  0.0729
H  4.96  -1.68  3.19  0.0668
C  1.09  1.09  -2.07  -0.6635
H  6.05  -1.80  0.56  0.1237
S  1.01  -10.30  -4.21  0.5466
H  0.44  0.58  1.59  0.1095
C  -0.79  2.81  -1.20  -0.2018
O  -4.62  2.66  -6.45  0.0807
C  -4.43  8.58  2.83  -0.2482
C  1.85  3.15  5.13  -0.2409
C  0.36  1.82  -0.95  -0.2086
H  3.08  -1.92  0.52  0.0973
P  3.11  -3.02  -3.38  0.5311
O  -3.05  5.78  2.06  -0.2744

Results
HOMO-LUMO gap ... 0.24325 Ha
Molar mass ... 1262.49 g mol⁻¹
Highest occupied orbital energy ... -5.059 eV
Net charge ... -1
Energy ... -231590.7096 eV